1:
Formula: C3H11NO3
Source: the Open Molecules 2025 dataset
Level of theory: wB97M-V/def2-TZVPD

Bonds (Å) are listed after each position.
Positions of all 18 atoms, in Å:
1 C -0.793 -0.709 -1.902  N2 1.466, H6 1.086, H7 1.090, H8 1.094
2 N -0.133 0.248 -1.008  C1 1.466, C3 1.356, H9 1.088
3 C 0.532 -0.371 -0.001  N2 1.356, C4 1.624, H10 1.108, H11 1.085
4 C 0.707 0.611 1.281  C3 1.624, O5 1.295, H12 1.101, H13 1.100
5 O -0.269 0.402 2.105  C4 1.295
6 H -1.243 -0.212 -2.755  C1 1.086
7 H -0.020 -1.390 -2.259  C1 1.090
8 H -1.556 -1.290 -1.377  C1 1.094
9 H 0.601 0.845 -1.545  N2 1.088
10 H 1.570 -0.641 -0.275  C3 1.108
11 H 0.031 -1.292 0.279  C3 1.085
12 H 1.697 0.484 1.747  C4 1.101
13 H 0.754 1.621 0.846  C4 1.100
14 H 2.131 2.096 -1.367  O15 0.968
15 O 2.054 1.139 -1.490  H14 0.968
16 H -2.485 -1.573 1.858  O18 0.950
17 H -1.310 -0.593 1.633  O18 0.998
18 O -1.941 -1.211 1.168  H16 0.950, H17 0.998

E_LUMO   -3.86 eV
HOMO energy   -9.2 eV
Orbital gap   5.369 eV

---

2:
Formula: C3H11NO3
Source: the Open Molecules 2025 dataset
Level of theory: wB97M-V/def2-TZVPD

Bonds (Å) are listed after each position.
Positions of all 18 atoms, in Å:
1 C 0.748 -1.819 -1.009  C2 1.323, H5 1.076, H6 1.088
2 C 1.710 -1.223 -1.694  C1 1.323, N3 1.417, H7 1.088
3 N 1.570 -0.605 -2.961  C2 1.417, C4 1.282
4 C 0.986 -1.180 -3.947  N3 1.282, H8 1.089, H9 1.096
5 H -0.089 -2.301 -1.483  C1 1.076
6 H 0.854 -2.018 0.055  C1 1.088
7 H 2.706 -1.018 -1.308  C2 1.088
8 H 1.102 -2.211 -4.278  C4 1.089
9 H 0.479 -0.436 -4.572  C4 1.096
10 O -1.909 -0.818 3.156  H11 0.969, H12 0.968
11 H -1.857 -0.161 2.446  O10 0.969
12 H -2.867 -0.880 3.278  O10 0.968
13 O -1.341 0.946 0.832  H14 0.968, H15 0.967
14 H -0.472 0.521 0.867  O13 0.968
15 H -1.109 1.819 1.178  O13 0.967
16 O -0.235 3.598 2.817  H17 0.956, H18 0.957
17 H 0.609 3.804 3.216  O16 0.956
18 H -0.885 3.982 3.405  O16 0.957

E_LUMO   0.64 eV
HOMO energy   -8.7 eV
SMILES   C=CN=C.O.O.O
Orbital gap   9.341 eV

---

Sorted by energy, starting with the most stable: 2, 1.

---

1:
Formula: C3H11NO3
Source: the Open Molecules 2025 dataset
Level of theory: wB97M-V/def2-TZVPD

Bonds (Å) are listed after each position.
Positions of all 18 atoms, in Å:
1 C 1.164 -1.127 -0.119  C2 1.383, H5 1.158, H6 1.133
2 C 0.433 -0.239 -0.887  C1 1.383, N3 1.464, H7 1.140
3 N 0.762 1.111 -1.348  C2 1.464, C4 1.301
4 C 0.824 1.272 -2.637  N3 1.301, H8 1.028, H9 1.017
5 H 2.236 -0.778 0.149  C1 1.158
6 H 0.720 -2.135 0.146  C1 1.133
7 H -0.700 -0.366 -0.852  C2 1.140
8 H 0.356 2.027 -3.155  C4 1.028
9 H 1.345 0.502 -3.048  C4 1.017
10 O -2.093 2.123 0.297  H11 0.997, H12 1.002
11 H -1.277 1.766 0.743  O10 0.997
12 H -2.187 3.031 0.709  O10 1.002
13 O 1.169 1.930 1.173  H14 1.004, H15 0.966
14 H 1.691 1.235 1.676  O13 1.004
15 H 1.071 1.455 0.338  O13 0.966
16 O -1.635 -4.693 2.372  H17 0.943, H18 0.979
17 H -1.462 -3.772 2.268  O16 0.943
18 H -1.185 -5.064 1.585  O16 0.979

E_LUMO   -0.22 eV
HOMO energy   -9.4 eV
SMILES   C=CN=C.O.O.O
Orbital gap   9.211 eV

---

2:
Formula: C3H11NO3
Source: the Open Molecules 2025 dataset
Level of theory: wB97M-V/def2-TZVPD

Bonds (Å) are listed after each position.
Positions of all 18 atoms, in Å:
1 O -0.548 1.576 1.585  C2 1.215
2 C -1.506 0.885 1.300  O1 1.215, O3 1.340, H4 1.093
3 O -2.615 1.379 0.731  C2 1.340, H5 0.971
4 H -1.696 -0.108 1.715  C2 1.093
5 H -2.445 2.292 0.450  O3 0.971
6 C 2.495 0.399 -0.552  N7 1.458, H8 1.090, H9 1.097, H10 1.090
7 N 1.405 -0.032 0.315  C6 1.458, H11 1.026, H12 1.015
8 H 2.567 -0.287 -1.395  C6 1.090
9 H 3.466 0.429 -0.044  C6 1.097
10 H 2.267 1.398 -0.924  C6 1.090
11 H 1.213 0.649 1.057  N7 1.026
12 H 1.596 -0.932 0.742  N7 1.015
13 C -1.029 -0.866 -0.859  O14 1.429, H15 1.093, H16 1.100, H17 1.244
14 O -0.899 -2.133 -0.212  C13 1.429, H18 0.963
15 H -2.081 -0.569 -0.902  C13 1.093
16 H -0.753 -0.953 -1.920  C13 1.100
17 H 0.010 -0.343 -0.420  C13 1.244
18 H -1.447 -2.783 -0.666  O14 0.963

E_LUMO   0.86 eV
HOMO energy   -8.5 eV
SMILES   O=CO.CN.CO
Orbital gap   9.397 eV

---

Sorted by energy, starting with the most stable: 2, 1.

---

1:
Formula: C3H11NO3
Source: the Open Molecules 2025 dataset
Level of theory: wB97M-V/def2-TZVPD

Bonds (Å) are listed after each position.
Positions of all 18 atoms, in Å:
1 C -0.939 -2.935 -1.448  C2 1.538, H6 1.091, H7 1.085, H8 1.091
2 C -0.853 -2.542 0.037  C1 1.538, N3 1.458, H9 1.083, H10 1.092
3 N -0.044 -1.347 0.245  C2 1.458, C4 1.348, H11 1.019
4 C -0.543 -0.105 0.084  N3 1.348, O5 1.203, H12 1.116
5 O -0.235 0.931 0.614  C4 1.203
6 H -1.599 -3.799 -1.548  C1 1.091
7 H -1.336 -2.153 -2.086  C1 1.085
8 H 0.044 -3.255 -1.793  C1 1.091
9 H -0.523 -3.369 0.652  C2 1.083
10 H -1.847 -2.223 0.360  C2 1.092
11 H 0.868 -1.305 0.696  N3 1.019
12 H -1.439 -0.162 -0.579  C4 1.116
13 O 4.420 4.557 2.639  H14 0.943, H15 0.947
14 H 4.419 5.132 1.891  O13 0.943
15 H 4.951 3.816 2.385  O13 0.947
16 O -2.057 2.682 -0.833  H17 0.943, H18 0.948
17 H -1.534 2.608 -0.051  O16 0.943
18 H -1.753 3.469 -1.267  O16 0.948

E_LUMO   0.94 eV
HOMO energy   -9.8 eV
SMILES   CCNC=O.O.O
Orbital gap   10.781 eV

---

2:
Formula: C3H11NO3
Source: the Open Molecules 2025 dataset
Level of theory: wB97M-V/def2-TZVPD

Bonds (Å) are listed after each position.
Positions of all 18 atoms, in Å:
1 N -0.763 -1.516 1.696  C2 1.462, H6 1.026, H7 1.012
2 C -1.294 -0.156 1.622  N1 1.462, C3 1.544, H8 1.107, H9 1.085
3 C -2.456 -0.067 0.610  C2 1.544, C4 1.502, H10 1.084, H11 1.098
4 C -3.386 1.044 1.007  C3 1.502, O5 1.202, H12 1.106
5 O -4.582 0.984 0.892  C4 1.202
6 H -0.663 -1.818 0.721  N1 1.026
7 H 0.207 -1.525 1.983  N1 1.012
8 H -0.524 0.591 1.350  C2 1.107
9 H -1.597 0.199 2.602  C2 1.085
10 H -2.024 0.141 -0.363  C3 1.084
11 H -2.972 -1.035 0.564  C3 1.098
12 H -2.954 1.967 1.435  C4 1.106
13 O 3.085 2.182 -3.144  H14 0.959, H15 0.960
14 H 3.608 1.596 -3.695  O13 0.959
15 H 3.475 3.059 -3.163  O13 0.960
16 O 3.929 -1.940 -1.198  H17 0.965, H18 0.969
17 H 4.481 -2.594 -1.643  O16 0.965
18 H 4.429 -1.113 -1.279  O16 0.969

E_LUMO   0.48 eV
HOMO energy   -9.6 eV
SMILES   NCCC=O.O.O
Orbital gap   10.080 eV

---

3:
Formula: C3H11NO3
Source: the Open Molecules 2025 dataset
Level of theory: wB97M-V/def2-TZVPD

Bonds (Å) are listed after each position.
Positions of all 18 atoms, in Å:
1 O 2.708 -0.331 -0.606  C2 1.441, H7 1.049
2 C 1.502 -0.030 -1.336  O1 1.441, C3 1.602, H8 1.242, H9 1.074
3 C 0.164 -0.328 -0.507  C2 1.602, N4 1.447, H10 1.140, H11 1.114
4 N 0.281 0.083 0.875  C3 1.447, C5 1.433, H12 1.098
5 C -0.836 -0.397 1.634  N4 1.433, O6 1.437, H13 1.110, H14 1.141
6 O -1.075 -1.789 1.368  C5 1.437, H15 0.982
7 H 2.362 -0.523 0.365  O1 1.049
8 H 1.629 1.206 -1.339  C2 1.242
9 H 1.526 -0.449 -2.324  C2 1.074
10 H -0.721 0.285 -0.880  C3 1.140
11 H -0.254 -1.323 -0.786  C3 1.114
12 H 1.296 -0.136 1.232  N4 1.098
13 H -0.905 -0.205 2.725  C5 1.110
14 H -1.792 0.054 1.204  C5 1.141
15 H -0.327 -2.353 1.660  O6 0.982
16 O -2.177 2.424 -1.224  H17 0.964, H18 0.931
17 H -2.639 1.824 -1.820  O16 0.964
18 H -2.770 3.141 -1.222  O16 0.931

E_LUMO   0.71 eV
HOMO energy   -9.2 eV
SMILES   OCCNCO.O
Orbital gap   9.903 eV

---

4:
Formula: C3H11NO3
Source: the Open Molecules 2025 dataset
Level of theory: wB97M-V/def2-TZVPD

Bonds (Å) are listed after each position.
Positions of all 18 atoms, in Å:
1 C 2.040 -0.214 1.017  C2 1.538, H6 1.089, H7 1.091, H8 1.090
2 C 1.751 -0.685 -0.419  C1 1.538, N3 1.440, H9 1.086, H10 1.085
3 N 0.575 -0.045 -0.949  C2 1.440, C4 1.347, H11 1.011
4 C -0.375 -0.618 -1.713  N3 1.347, O5 1.213, H12 1.102
5 O -1.250 -0.005 -2.287  C4 1.213
6 H 3.104 -0.039 1.174  C1 1.089
7 H 1.418 0.650 1.255  C1 1.091
8 H 1.707 -0.996 1.700  C1 1.090
9 H 1.532 -1.746 -0.345  C2 1.086
10 H 2.600 -0.554 -1.083  C2 1.085
11 H 0.500 0.963 -0.958  N3 1.011
12 H -0.297 -1.716 -1.774  C4 1.102
13 O -3.206 0.145 0.256  H14 0.967, H15 0.963
14 H -3.194 0.190 -0.711  O13 0.967
15 H -2.826 -0.723 0.429  O13 0.963
16 O -1.090 2.062 1.334  H17 0.971, H18 0.961
17 H -1.909 1.758 0.910  O16 0.971
18 H -1.080 1.573 2.162  O16 0.961

E_LUMO   0.68 eV
HOMO energy   -9.9 eV
SMILES   CCNC=O.O.O
Orbital gap   10.528 eV

---

Sorted by energy, starting with the most stable: 4, 1, 2, 3.